# 1
{"formula": "C5H7NO", "method": "ωB97M-V with the def2-TZVPD basis set", "gap_ev": 8.23, "total_energy_ev": -8832.8036, "charge": 0, "lumo_energy_ev": 0.187, "de_lowest_kcal_mol": 78.39, "symbols": ["C", "N", "C", "C", "C", "C", "O", "H", "H", "H", "H", "H", "H", "H"], "positions_angstrom": [[1.781, -0.297, 0.223], [0.415, 0.108, -0.017], [-0.050, 1.298, -0.347], [-1.452, 1.278, -0.514], [-1.981, 0.019, -0.230], [-0.747, -0.800, -0.054], [-0.692, -1.742, 0.960], [2.149, -0.938, -0.582], [1.836, -0.851, 1.162], [2.420, 0.584, 0.289], [0.639, 2.134, -0.456], [-2.020, 2.169, -0.758], [-0.735, -1.283, -1.044], [-1.565, -1.679, 1.368]], "forces_ev_per_a": [[0.100, -0.012, 0.010], [-0.206, 0.343, -0.070], [0.168, -0.290, 0.060], [-0.256, 0.000, 0.024], [0.270, 0.467, 0.185], [-0.102, -0.012, -0.417], [-0.164, 0.025, 0.252], [-0.060, 0.043, 0.046], [-0.030, 0.032, -0.068], [-0.074, -0.050, -0.006], [-0.107, -0.116, -0.002], [0.099, -0.108, 0.024], [0.336, -0.142, -0.202], [0.027, -0.181, 0.164]], "nbo_charge": [-0.406, -0.338, 0.165, -0.457, -0.142, 0.111, -0.705, 0.209, 0.228, 0.211, 0.207, 0.217, 0.206, 0.496]}

# 2
{"formula": "C5H7NO", "method": "ωB97M-V with the def2-TZVPD basis set", "gap_ev": 11.26, "total_energy_ev": -8835.4374, "charge": 0, "lumo_energy_ev": 0.753, "smiles": "C[C@H](C#N)CC=O", "de_lowest_kcal_mol": 17.65, "symbols": ["C", "C", "C", "N", "C", "C", "O", "H", "H", "H", "H", "H", "H", "H"], "positions_angstrom": [[-1.100, -1.088, 0.441], [-0.531, 0.301, 0.091], [-1.482, 1.056, -0.753], [-2.213, 1.690, -1.390], [0.841, 0.233, -0.596], [1.935, 0.245, 0.447], [1.741, 0.330, 1.637], [-2.131, -1.013, 0.801], [-0.491, -1.562, 1.216], [-1.111, -1.741, -0.440], [-0.393, 0.881, 0.990], [0.959, -0.648, -1.245], [1.015, 1.114, -1.230], [2.962, 0.204, 0.031]], "forces_ev_per_a": [[-0.017, -0.020, -0.054], [-0.423, -0.297, -0.859], [-0.612, 0.598, -0.480], [0.796, -0.777, 0.648], [-0.024, 0.093, 0.320], [0.082, -0.014, 0.212], [0.180, -0.090, -0.629], [0.213, 0.042, 0.025], [-0.047, 0.114, -0.104], [0.036, 0.191, 0.132], [-0.081, 0.152, 0.409], [-0.062, 0.203, 0.167], [-0.019, -0.149, 0.045], [-0.022, -0.044, 0.168]], "nbo_charge": [-0.592, -0.334, 0.289, -0.330, -0.503, 0.447, -0.520, 0.228, 0.226, 0.211, 0.269, 0.239, 0.251, 0.117]}

# 3
{"formula": "C5H7NO", "method": "ωB97M-V with the def2-TZVPD basis set", "gap_ev": 8.98, "total_energy_ev": -8835.3815, "charge": 0, "lumo_energy_ev": 0.924, "smiles": "Cc1cocc1N", "de_lowest_kcal_mol": 18.94, "symbols": ["C", "C", "C", "O", "C", "C", "N", "H", "H", "H", "H", "H", "H", "H"], "positions_angstrom": [[1.785, 0.240, 0.185], [0.358, 0.372, -0.248], [-0.153, 1.175, -1.215], [-1.489, 1.020, -1.332], [-1.861, 0.095, -0.402], [-0.775, -0.345, 0.287], [-0.747, -1.283, 1.335], [2.457, 0.733, -0.524], [2.089, -0.813, 0.246], [1.955, 0.689, 1.171], [0.300, 1.889, -1.889], [-2.913, -0.138, -0.356], [0.195, -1.478, 1.649], [-1.200, -2.154, 1.093]], "forces_ev_per_a": [[0.050, -0.003, 0.010], [-0.058, 0.058, -0.053], [0.190, 0.006, 0.031], [-0.009, 0.009, -0.013], [-0.004, -0.153, 0.155], [-0.105, 0.147, -0.202], [0.096, -0.070, -0.049], [-0.116, -0.060, 0.110], [-0.058, 0.151, -0.024], [-0.039, -0.072, -0.126], [-0.030, -0.121, 0.114], [0.156, 0.012, 0.021], [-0.075, 0.015, -0.040], [0.000, 0.082, 0.065]], "nbo_charge": [-0.632, -0.142, 0.099, -0.403, 0.020, 0.074, -0.814, 0.226, 0.211, 0.218, 0.198, 0.200, 0.370, 0.376]}

# 4
{"formula": "C5H7NO", "method": "ωB97M-V with the def2-TZVPD basis set", "gap_ev": [7.46, 7.46], "total_energy_ev": -8830.6073, "charge": 0, "lumo_energy_ev": [0.455, 0.452], "de_lowest_kcal_mol": 129.04, "symbols": ["O", "C", "C", "C", "C", "C", "N", "H", "H", "H", "H", "H", "H", "H"], "positions_angstrom": [[-1.549, -0.941, 0.904], [-0.726, 0.195, 1.158], [0.705, -0.209, 1.428], [1.149, -0.375, -1.155], [-0.184, 0.210, -1.602], [-0.179, 0.813, -0.171], [1.039, 0.062, 0.081], [-0.965, -1.701, 1.045], [-1.276, 0.870, 1.819], [1.369, -0.044, 2.263], [1.809, -1.168, -1.485], [-0.963, -0.548, -1.762], [-0.183, 0.937, -2.418], [-0.043, 1.899, -0.104]], "forces_ev_per_a": [[0.042, -0.158, 0.139], [-0.101, 0.305, 0.153], [0.027, 0.173, 0.293], [0.144, -0.118, 0.159], [-0.049, 0.075, -0.171], [-0.110, 0.169, -0.044], [0.022, -0.156, -0.346], [-0.139, 0.082, -0.001], [0.010, -0.039, -0.086], [-0.022, -0.221, -0.071], [0.050, 0.223, -0.107], [0.175, 0.028, -0.013], [-0.095, -0.093, 0.117], [0.047, -0.270, -0.021]], "nbo_charge": [-0.732, 0.051, -0.356, 0.016, -0.455, -0.033, -0.217, 0.475, 0.176, 0.215, 0.199, 0.238, 0.218, 0.205]}

# 5
{"formula": "C5H7NO", "method": "ωB97M-V with the def2-TZVPD basis set", "gap_ev": 9.09, "total_energy_ev": -8831.6150, "charge": 0, "lumo_energy_ev": 0.044, "smiles": "C=C(C=O)[C@H]1CN1", "de_lowest_kcal_mol": 105.80, "symbols": ["C", "C", "C", "O", "C", "C", "N", "H", "H", "H", "H", "H", "H", "H"], "positions_angstrom": [[-1.267, -0.012, -1.514], [-0.726, 0.510, -0.432], [-1.401, 0.547, 1.015], [-1.324, 1.388, 1.879], [0.521, 0.423, 0.249], [1.342, -0.899, 0.446], [1.872, -0.200, -0.648], [-2.335, -0.123, -1.611], [-0.625, -0.463, -2.265], [-2.284, -0.114, 0.982], [0.891, 1.324, 0.729], [1.869, -0.934, 1.398], [0.759, -1.776, 0.178], [2.708, 0.329, -0.406]], "forces_ev_per_a": [[0.364, -0.250, -0.044], [-0.605, -1.078, 3.480], [-3.762, 2.325, -2.143], [0.872, -0.814, -0.382], [6.088, -1.204, -2.721], [-1.391, 1.173, 0.783], [-1.303, 0.946, -0.057], [-0.161, 0.095, -0.046], [-0.081, 0.402, -0.189], [0.319, -0.836, 0.690], [-0.238, -0.416, 0.378], [0.044, -0.258, -0.143], [0.138, -0.134, 0.151], [-0.284, 0.049, 0.242]], "nbo_charge": [-0.361, -0.122, 0.416, -0.500, -0.162, -0.200, -0.604, 0.204, 0.223, 0.122, 0.242, 0.196, 0.196, 0.349]}

# 6
{"formula": "C5H7NO", "method": "ωB97M-V with the def2-TZVPD basis set", "gap_ev": [8.50, 7.81], "total_energy_ev": -8829.9057, "charge": 0, "lumo_energy_ev": [-0.048, -0.498], "de_lowest_kcal_mol": 145.21, "symbols": ["O", "C", "C", "C", "C", "C", "N", "H", "H", "H", "H", "H", "H", "H"], "positions_angstrom": [[2.486, -0.573, 0.785], [2.067, -0.355, -0.542], [0.613, 0.031, -0.616], [-0.175, 0.215, 0.435], [-1.415, 0.833, 0.565], [-2.361, 0.140, -0.381], [-2.597, -0.044, 0.943], [2.149, 0.160, 1.321], [2.656, 0.445, -1.033], [2.269, -1.279, -1.101], [-1.463, 1.884, 0.839], [-2.090, -0.760, -0.945], [0.218, 0.264, -1.604], [-2.356, -0.961, 1.335]], "forces_ev_per_a": [[0.175, 0.132, 0.045], [-0.146, -0.047, -0.074], [0.240, 0.014, 0.790], [1.174, -0.070, -0.888], [-1.002, -0.020, -0.173], [0.058, -0.363, 0.054], [0.221, 0.222, 0.681], [0.040, -0.204, -0.085], [-0.135, -0.213, 0.134], [-0.087, 0.176, 0.155], [-0.301, -0.274, -0.118], [-0.229, 0.513, -0.358], [-0.008, 0.024, -0.120], [0.001, 0.108, -0.042]], "nbo_charge": [-0.703, -0.088, -0.290, -0.012, -0.191, -0.003, -0.531, 0.470, 0.169, 0.191, 0.239, 0.182, 0.204, 0.361]}

> What is the charge in the fifth record?

0

> What is the formula in the fourth record?

C5H7NO